Here is 3 unconnected molecules or ions with the total composition C8H22BrN2O2 in a non-equilibrium geometry from OMol25. Energies are from wB97M-V/def2-TZVPD.

* energy: -85763.686 eV
* HOMO level: -10.9 eV
* HOMO-LUMO gap: 7.85 eV

Geometry as ORCA input:
```
! RIJCOSX wB97M-V def2-TZVPD def2/J DEFGRID3
* xyz 1 1
Br -1.620 -2.480 -0.516
C 2.216 -2.270 -1.409
C 2.580 -2.574 -0.007
O 3.579 -2.209 0.527
N 1.492 -3.149 0.873
H 1.397 -2.426 1.589
H 0.595 -3.183 0.368
C 1.853 -4.472 1.495
H 1.654 -1.339 -1.452
H 1.600 -3.086 -1.800
H 3.094 -2.252 -2.049
H 2.195 -5.165 0.730
H 0.974 -4.870 1.991
H 2.669 -4.305 2.192
C -1.878 3.556 0.308
N -1.493 2.079 0.332
C -1.570 1.602 1.752
C -2.513 1.278 -0.390
C -0.131 1.673 -0.191
C 0.094 1.926 -1.673
O 0.469 3.291 -1.764
H -1.641 3.843 -0.711
H -1.250 4.068 1.033
H -2.915 3.622 0.618
H -2.523 1.894 2.186
H -0.758 1.978 2.373
H -1.507 0.514 1.756
H -2.583 1.541 -1.444
H -3.509 1.395 0.034
H -2.261 0.220 -0.357
H -0.096 0.593 -0.038
H 0.583 2.229 0.410
H -0.689 1.554 -2.329
H 1.017 1.359 -1.848
H 0.877 3.569 -2.588
*
```